# C4H12

A cluster of 2 separate species, C4H12 in total (ωB97M-V/def2-TZVPD, the OMol25 dataset).

Geometry (Å):
H (-1.20, 0.76, -0.41)
H (3.54, -0.09, 1.45)
C (-1.95, -0.14, -2.23)
H (1.43, -0.29, 2.93)
H (-2.06, -0.73, -0.15)
C (2.58, 0.36, 1.17)
H (0.47, 0.11, 1.55)
C (1.41, -0.36, 1.84)
C (-2.06, 0.17, -0.75)
H (-2.95, 0.77, -0.55)
H (1.45, -1.43, 1.63)
H (2.53, 1.42, 1.37)
H (-0.92, -0.22, -2.58)
H (-2.45, 0.62, -2.84)
H (-2.36, -1.10, -2.52)
H (2.53, 0.14, 0.09)

## Properties
Relative energy (zero: lowest compared OMol25 entry of this formula, charge and spin): 17.3 kJ/mol
HOMO-LUMO gap: 12.76 eV
SMILES string: CC.CC

# C4H12

A cluster of 2 separate species, C4H12 in total (ωB97M-V/def2-TZVPD, the OMol25 dataset).

Geometry (Å):
H (1.73, -2.21, -1.44)
C (0.20, 1.72, 1.61)
H (0.01, 2.55, -0.33)
H (-1.06, -2.53, -0.12)
H (1.16, 1.86, 1.45)
H (-1.16, -2.82, -1.61)
H (1.06, -0.98, -0.25)
C (-0.38, -2.63, -0.93)
H (0.61, -0.90, -2.01)
C (-0.64, 2.42, 0.51)
H (-1.68, 2.01, 0.36)
H (-0.04, 0.66, 1.64)
C (0.81, -1.55, -1.16)
H (0.11, -3.51, -0.91)
H (-0.91, 3.55, 0.70)
H (0.16, 2.36, 2.48)

## Properties
Relative energy (zero: lowest compared OMol25 entry of this formula, charge and spin): 169.7 kJ/mol
HOMO-LUMO gap: 12.34 eV
SMILES string: CC.CC

# C4H12

A cluster of 2 separate species, C4H12 in total (ωB97M-V/def2-TZVPD, the OMol25 dataset).

Geometry (Å):
H (-2.37, 1.91, 1.01)
H (-2.22, 0.29, 1.68)
H (2.55, -0.60, -1.22)
H (-0.27, 0.61, 2.37)
H (0.19, 0.16, -1.78)
H (-0.40, -1.06, -0.59)
C (-0.32, 1.26, 1.48)
H (-0.16, 2.25, 1.96)
C (1.77, -1.36, -1.11)
H (-1.65, 0.67, -0.02)
C (-1.77, 1.01, 1.00)
H (-0.04, -1.61, -2.16)
H (1.83, -1.72, -0.06)
H (0.39, 1.15, 0.71)
C (0.33, -0.88, -1.47)
H (2.15, -2.09, -1.81)

## Properties
Relative energy (zero: lowest compared OMol25 entry of this formula, charge and spin): 73.9 kJ/mol
HOMO-LUMO gap: 12.66 eV
SMILES string: CC.CC

# C4H12

A cluster of 2 separate species, C4H12 in total (ωB97M-V/def2-TZVPD, the OMol25 dataset).

Geometry (Å):
H (-1.08, -2.27, 2.10)
H (-1.03, -0.49, 1.95)
H (0.64, 2.91, -1.27)
H (0.55, -2.52, 1.04)
C (-0.29, 1.10, -1.28)
H (0.23, -1.40, -0.25)
H (-1.65, -1.52, 0.62)
H (1.75, 1.75, -1.51)
C (0.45, -1.54, 0.79)
H (1.30, 1.93, 0.12)
C (0.93, 1.94, -0.93)
H (-0.51, 0.28, -0.54)
H (-1.35, 1.60, -1.01)
H (1.28, -0.96, 1.03)
C (-0.95, -1.42, 1.46)
H (-0.29, 0.62, -2.32)

## Properties
Relative energy (zero: lowest compared OMol25 entry of this formula, charge and spin): 155.0 kJ/mol
HOMO-LUMO gap: 12.12 eV
SMILES string: CC.CC

# C4H12

A cluster of 2 separate species, C4H12 in total (ωB97M-V/def2-TZVPD, the OMol25 dataset).

Geometry (Å):
H (0.46, -0.29, 1.18)
H (1.26, 2.66, -1.51)
H (-1.03, -0.34, 2.17)
H (0.21, -2.53, 0.46)
C (-0.12, -0.87, 1.89)
H (-0.48, 2.61, -0.76)
C (0.42, 2.10, -1.10)
H (-0.33, 1.60, -3.06)
C (-0.33, -2.28, 1.38)
H (0.92, 0.59, -2.57)
H (-1.38, -2.54, 1.24)
C (0.02, 1.08, -2.19)
H (0.07, -3.05, 2.05)
H (0.34, -0.78, 2.89)
H (-0.76, 0.37, -1.92)
H (0.91, 1.57, -0.28)

## Properties
Relative energy (zero: lowest compared OMol25 entry of this formula, charge and spin): 45.1 kJ/mol
HOMO-LUMO gap: 12.60 eV
SMILES string: CC.CC

# C4H12

A cluster of 2 separate species, C4H12 in total (ωB97M-V/def2-TZVPD, the OMol25 dataset).

Geometry (Å):
H (-1.74, 3.01, 0.93)
H (0.15, 2.24, 1.12)
H (1.60, -2.71, -0.23)
H (-1.53, 0.60, -0.29)
H (-1.03, 2.27, 2.40)
H (0.19, -1.67, 0.10)
H (2.06, -1.09, -2.29)
H (-2.12, 0.24, 1.15)
H (0.46, -1.79, -2.17)
C (1.12, -1.20, -1.76)
H (0.55, -0.22, -1.83)
C (-1.05, 2.09, 1.27)
H (1.74, -0.91, 0.33)
C (1.23, -1.64, -0.17)
H (-0.39, 0.05, 0.74)
C (-1.24, 0.73, 0.69)

## Properties
Relative energy (zero: lowest compared OMol25 entry of this formula, charge and spin): 191.5 kJ/mol
HOMO-LUMO gap: 11.88 eV
SMILES string: CC.CC

# C4H12

A cluster of 2 separate species, C4H12 in total (ωB97M-V/def2-TZVPD, the OMol25 dataset).

Geometry (Å):
H (-1.09, 3.74, 0.94)
H (-2.11, 3.44, -0.39)
H (1.98, -3.64, 0.13)
H (-2.48, 2.64, 1.12)
C (1.37, -1.60, -0.31)
H (0.62, -1.01, 0.19)
C (-0.79, 1.75, 0.05)
H (-1.04, 0.85, 0.59)
H (0.33, -3.24, 0.64)
H (-0.95, 1.47, -1.01)
H (0.82, -3.57, -1.11)
H (0.26, 1.98, 0.19)
C (-1.66, 2.94, 0.48)
H (1.33, -1.32, -1.37)
H (2.37, -1.31, 0.03)
C (1.06, -3.11, -0.15)

## Properties
Relative energy (zero: lowest compared OMol25 entry of this formula, charge and spin): 32.5 kJ/mol
HOMO-LUMO gap: 12.84 eV
SMILES string: CC.CC

# C4H12

A cluster of 2 separate species, C4H12 in total (ωB97M-V/def2-TZVPD, the OMol25 dataset).

Geometry (Å):
H (-0.89, 1.24, 0.41)
C (-0.86, -2.55, -0.55)
C (0.71, 2.49, -0.39)
H (1.74, 2.16, -0.45)
H (0.42, 1.49, 1.54)
H (1.32, -2.26, -0.20)
H (0.14, 2.34, -1.38)
C (-0.10, 1.99, 0.72)
H (-0.65, -2.58, -1.63)
C (0.36, -1.98, 0.21)
H (-0.66, 2.84, 1.15)
H (0.63, 3.62, -0.41)
H (0.29, -2.36, 1.24)
H (-0.95, -3.61, -0.30)
H (0.20, -0.89, 0.34)
H (-1.71, -1.94, -0.30)

## Properties
Relative energy (zero: lowest compared OMol25 entry of this formula, charge and spin): 66.0 kJ/mol
<S²>: 0.75
HOMO-LUMO gap (alpha / beta): 12.59 / 3.34 eV
Multiplicity: 2
Net charge: +1

# C4H12BrIN2P

The ion C4H12BrIN2P with charge +1 (ωB97M-V/def2-TZVPD, the OMol25 dataset).

Geometry (Å):
H (0.30, -0.37, -3.23)
C (0.21, -1.14, -2.55)
C (0.13, 2.34, 1.43)
H (-0.20, 2.06, 2.53)
Br (2.69, 1.43, -0.16)
H (-2.14, 0.89, 1.38)
H (-1.07, -0.60, 1.76)
P (0.59, 0.91, -0.68)
H (1.35, -1.43, 0.67)
I (-0.22, 2.58, -2.23)
H (-1.50, -0.26, 0.14)
H (-0.77, -1.48, -2.62)
H (1.22, 2.65, 1.27)
H (0.65, -2.62, -0.56)
C (-1.27, 0.24, 1.09)
H (-0.53, 3.13, 1.14)
H (2.34, -1.59, -0.85)
N (0.60, -0.62, -1.26)
N (-0.18, 1.11, 0.77)
C (1.27, -1.66, -0.48)
H (0.87, -1.98, -2.94)

## Properties
Relative energy (zero: lowest compared OMol25 entry of this formula, charge and spin): 0.0 kJ/mol
HOMO-LUMO gap: 8.95 eV
SMILES string: CN(C)[P@](Br)(I)=[N+](C)C
Net charge: +1

# C4H12Cl3O4Zn

A structure of composition C4H12Cl3O4Zn (ωB97M-V/def2-TZVPD, the OMol25 dataset).

Geometry (Å):
H (-16.56, -7.03, 10.46)
H (-15.45, -6.44, 12.68)
O (-15.88, -8.99, 10.61)
H (-12.46, -11.32, 14.22)
H (-15.04, -8.16, 12.92)
H (-12.31, -12.68, 13.05)
Cl (-10.92, -14.14, 9.13)
H (-17.10, -7.15, 13.91)
O (-12.81, -10.96, 12.19)
H (-14.82, -7.34, 10.57)
C (-15.77, -7.46, 12.51)
Zn (-13.76, -11.76, 9.45)
H (-15.58, -13.22, 12.52)
O (-14.73, -12.79, 12.43)
Cl (-12.38, -9.49, 6.94)
O (-16.99, -7.71, 13.14)
C (-15.79, -7.62, 10.96)
H (-16.70, -9.02, 10.12)
H (-12.31, -10.18, 12.45)
Cl (-16.21, -13.32, 7.46)
H (-14.41, -13.01, 14.33)
C (-12.85, -11.77, 13.31)
H (-15.06, -11.46, 13.94)
C (-14.33, -12.20, 13.60)

## Properties
Relative energy (zero: lowest compared OMol25 entry of this formula, charge and spin): 635.8 kJ/mol
HOMO-LUMO gap: 4.50 eV
Net charge: -1

# C4H12F9FeN2O14S3

A structure of composition C4H12F9FeN2O14S3 (ωB97M-V/def2-TZVPD, the OMol25 dataset).

Geometry (Å):
O (13.78, 13.61, -9.44)
F (12.65, 18.96, -8.49)
O (15.46, 12.48, -11.14)
O (17.57, 13.70, -9.51)
O (14.49, 13.71, -6.89)
Fe (15.68, 14.05, -8.71)
O (15.93, 12.06, -8.37)
F (17.69, 8.94, -9.32)
C (16.93, 15.66, -12.76)
H (13.49, 13.03, -10.14)
F (16.98, 16.50, -13.80)
F (18.45, 10.83, -8.67)
S (15.74, 10.59, -8.28)
H (14.72, 11.93, -11.41)
F (17.02, 14.33, -13.14)
C (17.56, 9.90, -8.40)
C (14.00, 13.50, -5.74)
H (17.79, 13.35, -10.37)
O (15.60, 15.16, -10.39)
N (12.83, 12.94, -5.65)
O (14.84, 15.85, -8.06)
O (15.03, 10.09, -9.47)
C (12.89, 17.63, -8.60)
O (14.29, 17.41, -6.28)
O (15.48, 17.40, -11.32)
F (17.85, 9.38, -7.19)
H (16.94, 15.17, -6.51)
F (11.90, 17.00, -7.97)
O (15.58, 18.25, -8.25)
F (17.95, 15.92, -11.88)
H (15.48, 14.07, -4.40)
H (12.36, 12.86, -6.54)
S (14.55, 17.27, -7.74)
O (15.16, 10.12, -6.97)
H (12.98, 13.99, -9.08)
H (12.42, 12.79, -4.74)
O (14.21, 15.58, -12.41)
H (17.54, 13.82, -6.86)
S (15.37, 15.96, -11.64)
H (16.23, 12.01, -11.46)
H (18.38, 14.11, -9.20)
F (12.99, 17.30, -9.84)
H (14.13, 13.48, -3.75)
N (14.53, 13.80, -4.62)
O (16.94, 14.49, -7.19)

## Properties
Relative energy (zero: lowest compared OMol25 entry of this formula, charge and spin): 164.5 kJ/mol
<S²>: 8.76
HOMO-LUMO gap (alpha / beta): 8.73 / 6.41 eV
Multiplicity: 6

# C4H12IN2

A structure of composition C4H12IN2 (ωB97M-V/def2-TZVPD, the OMol25 dataset).

Geometry (Å):
C (-1.56, 0.96, -0.82)
H (-1.60, -1.41, -0.64)
H (0.36, -0.99, 2.13)
H (-0.70, -2.29, 0.44)
C (-0.20, -0.25, 1.50)
C (1.32, -0.03, -0.50)
C (-0.03, -0.31, 0.04)
N (-0.51, -1.63, -0.44)
H (1.46, 1.13, -0.66)
H (-1.26, -0.34, 1.86)
H (-1.03, 2.78, -1.19)
H (-1.63, 2.56, 0.44)
H (-1.68, 0.77, -1.93)
H (2.11, -0.37, 0.15)
H (0.09, -1.99, -1.09)
H (0.20, 0.74, 2.00)
H (1.46, -0.60, -1.46)
I (-3.19, -0.22, 0.09)
N (-1.51, 2.27, -0.50)

## Properties
Relative energy (zero: lowest compared OMol25 entry of this formula, charge and spin): 272.7 kJ/mol
HOMO-LUMO gap: 9.03 eV
Net charge: +1

# C4H12INSi

A cluster of 2 separate species, C4H12INSi in total (ωB97M-V/def2-TZVPD, the OMol25 dataset).

Geometry (Å):
H (-0.52, 2.24, -0.43)
H (-0.54, -0.04, -2.25)
H (-0.90, 1.42, 1.15)
H (1.68, 0.98, 1.51)
H (-2.16, -0.32, 1.70)
H (0.76, 1.04, -2.43)
C (1.81, 0.61, 0.44)
H (2.45, -0.29, 0.45)
Si (-1.66, -1.24, 0.68)
I (-0.62, -3.85, 2.94)
H (1.07, -0.58, -1.84)
C (0.43, 0.36, -0.21)
C (-0.71, 1.37, 0.06)
N (-0.07, -0.98, 0.23)
H (0.70, -1.63, 0.48)
H (-2.77, -1.70, -0.22)
H (-1.63, 0.95, -0.27)
C (0.45, 0.27, -1.84)
H (2.25, 1.40, -0.13)

## Properties
<S²>: 2.00
HOMO-LUMO gap (alpha / beta): 6.90 / 5.74 eV
Multiplicity: 3